No. 1
{"formula": "C5H8N2", "method": "wB97M-V/def2-TZVPD", "species": ["C", "C", "C", "N", "C", "N", "C", "H", "H", "H", "H", "H", "H", "H", "H"], "xyz": [[0.599, 1.661, -1.904], [0.396, 0.649, -0.514], [-0.714, -0.074, -0.403], [-0.845, -1.056, 0.609], [-0.269, -0.927, 1.820], [-0.391, -2.052, 2.543], [1.626, 1.161, -0.541], [1.144, 2.608, -1.945], [0.812, 1.050, -2.778], [-0.460, 1.956, -1.868], [-1.572, 0.105, -1.042], [-1.281, -1.930, 0.309], [-0.029, -2.072, 3.480], [-0.840, -2.910, 2.221], [1.801, 2.028, 0.103]], "forces_ev_per_a": [[-0.19, 0.17, -0.46], [0.12, 0.04, -0.03], [0.08, 0.18, -0.10], [0.19, 0.04, 0.18], [-0.29, -0.45, -0.21], [0.05, 0.05, 0.11], [-0.23, -0.16, 0.24], [-0.05, -0.16, 0.09], [0.00, 0.08, 0.18], [0.12, -0.02, 0.04], [0.17, -0.02, 0.10], [0.07, 0.14, 0.10], [-0.05, 0.04, -0.16], [0.07, 0.18, 0.01], [-0.06, -0.09, -0.09]], "e_above_lowest_ev": 6.0034, "total_energy_ev": -8288.9930}

No. 2
{"formula": "C5H8N2", "method": "wB97M-V/def2-TZVPD", "species": ["C", "C", "C", "C", "C", "N", "N", "H", "H", "H", "H", "H", "H", "H", "H"], "xyz": [[1.274, 0.246, -2.223], [0.960, 2.230, -0.205], [0.364, 1.207, 0.350], [-0.634, 1.387, 1.510], [0.426, -1.852, -1.973], [0.196, -0.182, -0.132], [0.692, -0.514, -1.409], [1.541, 2.285, -1.094], [-1.755, 1.229, 1.369], [-0.240, 0.884, 2.345], [-0.479, 2.471, 1.759], [1.009, -2.003, -2.946], [-0.682, -2.040, -2.138], [0.755, -2.566, -1.292], [-0.606, -0.634, 0.245]], "forces_ev_per_a": [[0.97, 1.87, -0.07], [0.10, -1.28, -0.20], [-2.92, -1.62, -0.43], [0.21, 2.48, -0.57], [-1.30, -0.20, -1.47], [1.91, 1.87, 0.56], [-1.08, -0.67, -0.60], [0.62, 0.51, -0.61], [1.69, -0.13, -0.27], [0.03, -1.03, 1.28], [-0.57, -0.88, 0.01], [-0.99, 0.58, 1.48], [1.26, 0.51, 0.07], [0.66, -1.39, 1.29], [-0.59, -0.62, -0.46]], "e_above_lowest_ev": 8.1936, "total_energy_ev": -8286.8028}

No. 3
{"formula": "C5H8N2", "method": "wB97M-V/def2-TZVPD", "species": ["C", "C", "N", "C", "C", "N", "C", "H", "H", "H", "H", "H", "H", "H", "H"], "xyz": [[0.627, -0.199, -1.830], [0.452, 0.942, -0.845], [0.229, 0.432, 0.496], [-1.180, 0.332, 0.630], [-1.316, -0.722, 1.609], [-0.132, -1.081, 2.084], [0.791, -0.361, 1.390], [0.746, 0.205, -2.841], [1.514, -0.822, -1.613], [-0.245, -0.866, -1.842], [-1.219, 0.623, -0.606], [1.291, 1.642, -0.870], [-1.614, 1.294, 0.929], [-2.236, -1.183, 1.953], [1.863, -0.470, 1.506]], "forces_ev_per_a": [[-0.04, -0.07, -0.05], [0.35, 0.15, -0.12], [-0.03, -0.15, 0.15], [0.12, -0.08, 0.18], [-0.04, -0.05, 0.00], [-0.20, 0.14, -0.13], [0.06, 0.11, -0.19], [-0.04, -0.06, 0.18], [-0.11, 0.08, -0.01], [0.16, 0.04, -0.01], [-0.08, 0.01, 0.08], [-0.08, -0.02, -0.02], [-0.01, -0.14, -0.07], [0.18, 0.07, 0.04], [-0.19, -0.05, -0.02]], "e_above_lowest_ev": 4.6864, "total_energy_ev": -8290.3099}

No. 4
{"formula": "C5H8N2", "method": "wB97M-V/def2-TZVPD", "species": ["N", "C", "C", "N", "C", "C", "C", "H", "H", "H", "H", "H", "H", "H", "H"], "xyz": [[-2.506, -1.499, 0.579], [-1.618, -0.761, 0.670], [-0.486, 0.200, 0.788], [-0.906, 1.530, 1.205], [0.272, 0.270, -0.532], [0.694, -0.994, -1.218], [1.726, -0.096, -0.602], [0.179, -0.197, 1.565], [-1.350, 1.492, 2.118], [-1.603, 1.887, 0.558], [-0.058, 1.090, -1.167], [0.463, -1.933, -0.719], [0.613, -1.036, -2.300], [2.371, 0.480, -1.259], [2.208, -0.432, 0.313]], "forces_ev_per_a": [[0.83, 0.72, 0.10], [-0.78, -0.61, -0.07], [0.14, -0.13, -0.02], [-0.19, 0.00, 0.04], [-0.09, 0.06, -0.04], [-0.08, -0.15, -0.08], [0.19, 0.07, 0.05], [-0.09, 0.00, -0.14], [0.07, 0.02, -0.09], [0.11, 0.01, 0.07], [0.03, -0.14, 0.09], [0.06, 0.16, -0.06], [0.04, 0.02, 0.18], [-0.13, -0.07, 0.11], [-0.11, 0.07, -0.14]], "smiles": "N#C[C@H](N)C1CC1", "e_above_lowest_ev": 1.3217, "total_energy_ev": -8293.6747}

No. 5
{"formula": "C5H8N2", "method": "wB97M-V/def2-TZVPD", "species": ["C", "C", "C", "N", "C", "C", "N", "H", "H", "H", "H", "H", "H", "H", "H"], "xyz": [[-0.390, 1.911, 1.160], [-0.499, 1.298, -0.173], [0.478, 0.417, -0.734], [0.183, -0.810, 0.164], [0.819, -2.031, -0.347], [-0.656, -2.115, -0.255], [-1.783, -2.516, -0.290], [0.607, 1.795, 1.595], [-1.123, 1.454, 1.846], [-0.668, 2.970, 1.079], [-1.478, 1.281, -0.656], [0.401, 0.210, -1.811], [1.506, 0.746, -0.492], [1.131, -2.002, -1.400], [1.471, -2.610, 0.314]], "forces_ev_per_a": [[-0.29, 0.03, 0.17], [-1.50, 1.76, -0.89], [-0.11, -1.37, 0.90], [1.49, -0.96, -0.95], [-0.41, -0.23, -0.16], [0.61, 0.73, 0.09], [0.27, 0.22, -0.06], [-0.13, 0.14, -0.06], [0.24, 0.11, -0.05], [0.20, -0.04, 0.27], [0.17, 0.15, 0.21], [-0.14, -0.06, 0.29], [-0.27, -0.51, -0.02], [0.23, -0.01, 0.33], [-0.35, 0.04, -0.07]], "e_above_lowest_ev": 5.8723, "total_energy_ev": -8289.1240}

No. 6
{"formula": "C5H8N2", "method": "wB97M-V/def2-TZVPD", "species": ["C", "N", "C", "C", "C", "C", "N", "H", "H", "H", "H", "H", "H", "H", "H"], "xyz": [[2.333, -0.516, 0.238], [0.990, -0.012, -0.027], [0.644, 1.356, -0.078], [-0.694, 1.511, -0.323], [-1.100, 0.077, -0.483], [-2.355, -0.413, 0.236], [0.045, -0.819, -0.225], [3.039, 0.056, -0.366], [2.361, -1.573, -0.021], [2.559, -0.372, 1.298], [1.449, 2.067, 0.087], [-1.249, -0.050, -1.573], [-3.207, 0.192, -0.084], [-2.249, -0.304, 1.319], [-2.552, -1.466, 0.010]], "forces_ev_per_a": [[0.10, 0.00, -0.01], [-0.25, -0.23, -0.04], [-0.11, 0.18, 0.02], [0.32, -0.31, -0.01], [-0.18, -0.04, 0.02], [-0.06, -0.03, 0.02], [0.17, 0.40, 0.03], [-0.05, -0.10, 0.08], [0.01, 0.16, 0.06], [-0.03, -0.01, -0.15], [-0.14, -0.15, 0.00], [0.01, 0.04, 0.06], [0.16, -0.09, 0.05], [0.03, 0.02, -0.15], [0.04, 0.15, 0.02]], "e_above_lowest_ev": 3.9556, "total_energy_ev": -8291.0407}

No. 7
{"formula": "C5H8N2", "method": "wB97M-V/def2-TZVPD", "species": ["C", "C", "C", "C", "N", "C", "N", "H", "H", "H", "H", "H", "H", "H", "H"], "xyz": [[2.071, 0.463, -0.842], [0.670, -0.255, -1.000], [-0.376, 0.002, 0.063], [-0.500, 0.864, 1.175], [-1.559, 0.482, 1.951], [-2.209, -0.438, 1.311], [-1.534, -0.811, 0.082], [2.252, 1.211, -1.459], [2.798, -0.250, -1.133], [1.975, 0.787, 0.224], [0.303, -0.060, -2.006], [0.928, -1.259, -0.999], [0.048, 1.819, 1.498], [-3.227, -0.897, 1.571], [-1.640, -1.660, -0.436]], "forces_ev_per_a": [[-3.22, -2.75, 3.81], [0.57, 2.65, -0.11], [-1.32, -2.75, -2.52], [-0.55, 1.54, 2.49], [0.57, 1.36, -0.29], [-0.74, -1.96, -1.93], [1.69, 2.75, 2.50], [0.11, 3.91, -2.64], [0.99, -0.87, 0.73], [1.58, -0.20, -0.84], [-0.64, 0.05, 0.01], [-0.11, -2.31, 0.23], [-0.53, -1.87, -0.86], [1.83, 0.74, -0.24], [-0.23, -0.29, -0.35]], "total_charge": 1, "s_squared": 0.7620, "spin_multiplicity": 2, "e_above_lowest_ev": 0.6912, "total_energy_ev": -8285.4999}

No. 8
{"formula": "C5H8N2O", "method": "wB97M-V/def2-TZVPD", "species": ["C", "C", "N", "C", "C", "N", "O", "C", "H", "H", "H", "H", "H", "H", "H", "H"], "xyz": [[-1.577, 1.225, 0.087], [-0.788, -0.058, -0.004], [-1.538, -1.240, 0.081], [0.557, -0.009, 0.033], [1.418, 1.128, -0.072], [2.656, 0.841, 0.017], [2.788, -0.566, 0.103], [1.482, -1.152, 0.055], [-2.206, 1.353, -0.799], [-0.885, 2.060, 0.179], [-2.191, 1.236, 1.027], [-1.073, -2.086, -0.265], [-2.478, -1.246, -0.278], [1.112, 2.132, -0.088], [1.302, -1.882, 0.867], [1.420, -1.734, -0.945]], "forces_ev_per_a": [[-0.17, -0.28, 0.61], [-0.30, 0.51, 0.56], [0.97, -0.64, -0.42], [-1.36, -0.60, -0.35], [0.50, -0.64, 0.76], [0.28, -0.31, -0.28], [-0.15, 0.38, 0.37], [0.20, -1.63, -1.74], [-0.13, 0.13, 0.21], [-0.26, 0.02, -0.19], [0.30, -0.13, -0.93], [-0.05, 0.57, 0.34], [-0.12, 0.52, 0.06], [-0.09, 1.16, -0.20], [0.33, 0.39, -0.12], [0.06, 0.55, 1.34]], "smiles": "C/C(N)=C1\\C=NOC1", "e_above_lowest_ev": 2.5255, "total_energy_ev": -10340.2007}

Copy entry 4 word for word.
{"formula": "C5H8N2", "method": "wB97M-V/def2-TZVPD", "species": ["N", "C", "C", "N", "C", "C", "C", "H", "H", "H", "H", "H", "H", "H", "H"], "xyz": [[-2.506, -1.499, 0.579], [-1.618, -0.761, 0.670], [-0.486, 0.200, 0.788], [-0.906, 1.530, 1.205], [0.272, 0.270, -0.532], [0.694, -0.994, -1.218], [1.726, -0.096, -0.602], [0.179, -0.197, 1.565], [-1.350, 1.492, 2.118], [-1.603, 1.887, 0.558], [-0.058, 1.090, -1.167], [0.463, -1.933, -0.719], [0.613, -1.036, -2.300], [2.371, 0.480, -1.259], [2.208, -0.432, 0.313]], "forces_ev_per_a": [[0.83, 0.72, 0.10], [-0.78, -0.61, -0.07], [0.14, -0.13, -0.02], [-0.19, 0.00, 0.04], [-0.09, 0.06, -0.04], [-0.08, -0.15, -0.08], [0.19, 0.07, 0.05], [-0.09, 0.00, -0.14], [0.07, 0.02, -0.09], [0.11, 0.01, 0.07], [0.03, -0.14, 0.09], [0.06, 0.16, -0.06], [0.04, 0.02, 0.18], [-0.13, -0.07, 0.11], [-0.11, 0.07, -0.14]], "smiles": "N#C[C@H](N)C1CC1", "e_above_lowest_ev": 1.3217, "total_energy_ev": -8293.6747}

Question: Number 7 is which compound?
Answer: C5H8N2